Here is C5H10NO2 as an isolated structure in a non-equilibrium geometry from OMol25. Energies are from ωB97M-V/def2-TZVPD.

The geometry in XYZ format:
```
18
Properties=species:S:1:pos:R:3:mulliken_charge:R:1
O -2.992 -0.746 0.376 -0.35
O 2.033 -1.420 0.206 -0.47
N 2.310 1.307 -0.009 -0.58
C -2.153 -0.030 1.128 -0.52
C 0.818 -0.199 -1.508 -0.68
C 1.901 -0.007 -0.259 0.39
C -0.680 -0.254 0.630 -0.52
C -0.509 0.142 -0.851 -0.46
H 0.946 -1.180 -2.043 0.30
H 1.348 -0.503 0.602 0.30
H 0.045 0.189 1.412 0.49
H -0.937 -1.313 0.701 0.27
H -2.084 -0.408 2.147 0.37
H 1.172 0.656 -2.187 0.31
H 3.304 1.483 0.364 0.26
H -1.544 -0.137 -1.153 0.43
H -2.458 1.143 1.215 0.28
H -0.522 1.277 -0.772 0.20
```

E_HOMO (spin up / spin down) ... -10.0 / -10.0 eV
Total charge ... 0
<S²> ... 0.75
Multiplicity ... 2
Kohn-Sham gap (spin up / spin down) ... 9.467 / 8.026 eV
M ... 116.140 g mol⁻¹


Here is an isolated ion of composition C4H9BrN3 and charge +1 in a non-equilibrium geometry from OMol25. Energies are from ωB97M-V/def2-TZVPD.

The geometry in XYZ format:
```
17
Properties=species:S:1:pos:R:3:mulliken_charge:R:1
Br 1.463 -0.330 3.299 0.01
N 0.150 0.891 1.042 -0.10
N -0.902 -0.197 1.526 0.02
N 0.970 0.667 -1.078 -0.23
C 0.156 1.198 -0.322 -0.05
C 0.709 -0.238 1.614 -0.16
C 1.381 0.673 -2.426 -0.67
C -1.571 -1.168 0.657 -0.84
H -1.546 -2.208 0.952 0.37
H 2.441 0.206 -2.630 0.23
H 1.344 1.653 -2.837 0.31
H 0.559 -0.009 -2.829 0.27
H -2.634 -0.966 0.589 0.37
H -0.722 1.902 -0.571 0.38
H 1.106 -1.055 1.159 0.42
H -1.323 -1.176 -0.401 0.29
H -1.578 0.157 2.256 0.37
```

E_HOMO ... -13.7 eV
Total charge ... +1
Kohn-Sham gap ... 9.712 eV
M ... 179.041 g mol⁻¹


Here is C9H12O as an isolated structure in a non-equilibrium geometry from OMol25. Energies are from ωB97M-V/def2-TZVPD.

The geometry in XYZ format:
```
22
Properties=species:S:1:pos:R:3:mulliken_charge:R:1
O -0.434 -0.504 2.845 -0.54
C -0.065 0.348 -0.697 -0.15
C 0.391 -1.068 -0.604 -0.14
C -2.126 1.229 0.823 -1.46
C -0.716 0.703 0.674 1.32
C 1.154 1.249 -0.311 -0.63
C 0.569 1.383 1.043 -1.08
C 0.832 -1.854 -1.786 -1.31
C 0.413 -1.427 0.695 -0.64
C -0.166 -0.411 1.514 0.19
H 0.268 -0.999 3.284 0.36
H 0.896 1.862 1.941 0.47
H -2.765 0.486 1.296 0.37
H 0.787 -2.356 1.090 0.43
H 1.557 -2.613 -1.502 0.36
H -2.530 1.463 -0.159 0.38
H -0.591 0.627 -1.606 0.56
H -2.138 2.130 1.428 0.32
H 2.148 0.798 -0.413 0.29
H -0.029 -2.353 -2.237 0.28
H 1.127 2.180 -0.875 0.28
H 1.273 -1.205 -2.540 0.33
```

E_HOMO ... -6.8 eV
Total charge ... 0
Kohn-Sham gap ... 7.616 eV
M ... 136.194 g mol⁻¹


Here is a 14-piece molecular cluster, C96H211N9O14 overall in a non-equilibrium geometry from OMol25. Energies are from ωB97M-V/def2-TZVPD.

The geometry in XYZ format:
```
330
Properties=species:S:1:pos:R:3:mulliken_charge:R:1
O 3.437 -15.644 -19.561 -0.21
O 2.421 -18.393 -14.974 -0.55
O -4.744 -11.593 -29.924 -0.58
O -1.910 -17.692 -28.718 -0.26
O -8.850 -13.927 -21.806 -0.73
O -6.260 -20.851 -20.910 -0.39
O -2.761 -15.803 -17.512 -0.16
O 2.149 -7.394 -25.767 -0.32
O -6.064 -10.453 -26.310 -0.23
O -3.721 -6.528 -18.713 -0.58
O -6.342 -14.545 -25.125 0.35
O -1.935 -14.714 -20.731 0.41
O -1.137 -8.002 -17.382 -0.40
O 3.575 -12.017 -21.985 1.14
N -4.200 -12.457 -28.973 1.28
N -5.496 -21.656 -21.750 0.26
N 0.763 -7.167 -26.021 0.28
N -2.900 -18.652 -28.488 0.71
N -1.301 -14.141 -21.842 0.11
N -3.735 -15.404 -16.565 0.02
N -4.321 -7.441 -19.467 0.95
N 4.532 -11.021 -22.390 0.03
N 4.116 -16.405 -20.533 1.15
C 3.052 -9.160 -21.946 -0.77
C -6.843 -12.892 -21.046 -0.79
C -4.038 -21.243 -21.755 1.81
C -1.644 -12.309 -29.902 -1.82
C 2.234 -18.830 -16.346 0.25
C -4.116 -13.919 -16.540 2.69
C 5.604 -17.618 -22.764 -0.64
C -2.749 -19.377 -27.143 1.84
C 3.376 -16.725 -21.728 1.34
C -4.631 -13.847 -29.175 1.70
C -3.919 -17.795 -15.779 -2.01
C -2.347 -13.027 -27.552 -0.98
C -4.024 -18.335 -30.566 -1.93
C -7.277 -15.416 -20.971 -1.50
C -5.389 -8.346 -18.865 2.61
C 4.411 -9.776 -21.656 1.85
C 1.367 -5.422 -27.743 -1.87
C 0.233 -9.485 -25.499 -0.41
C 0.261 -12.822 -20.482 -1.80
C 5.599 -16.372 -20.480 1.23
C -0.752 -12.844 -21.645 3.20
C 0.587 -4.834 -25.276 -1.52
C 1.922 -17.249 -21.324 -2.30
C -1.903 -16.130 -23.244 -1.55
C 6.186 -15.013 -20.928 -1.41
C -0.527 -12.643 -24.225 -0.39
C 5.717 -8.640 -23.553 0.00
C 6.107 -16.617 -18.988 -1.97
C -7.460 -23.018 -22.259 -1.80
C -2.740 -12.118 -28.755 1.83
C -4.106 -14.631 -27.995 -0.54
C -4.693 -13.503 -17.915 -1.57
C -6.650 -7.603 -18.386 -1.96
C -3.349 -14.089 -23.496 -1.26
C -8.020 -10.596 -27.553 -1.29
C -4.159 -14.537 -30.548 -2.19
C -5.788 -5.952 -21.076 -1.81
C 0.406 -5.803 -26.481 1.01
C -6.219 -14.742 -15.219 -0.71
C -1.887 -14.605 -23.178 3.34
C -7.510 -14.089 -21.728 1.72
C -4.156 -21.362 -28.201 -1.19
C -5.466 -16.055 -15.005 -1.50
C -1.335 -19.963 -26.930 -2.14
C -2.110 -6.400 -26.049 -0.75
C 0.024 -7.933 -19.340 -0.35
C 0.743 -18.643 -16.826 -1.10
C -7.989 -11.025 -24.912 0.09
C -5.956 -23.080 -21.828 1.21
C 4.546 -10.013 -20.107 -2.37
C -4.768 -9.024 -17.745 -2.55
C -0.195 -7.984 -25.184 2.32
C -5.863 -23.851 -20.511 -1.49
C -2.981 -18.352 -25.989 -2.28
C -1.060 -5.673 -26.938 -1.14
C -3.337 -21.565 -20.376 -1.89
C -3.530 -23.503 -22.913 -0.96
C -2.796 -13.121 -16.324 -1.89
C -3.845 -20.523 -26.936 -0.91
C -3.178 -21.957 -22.737 -0.54
C 5.722 -12.505 -23.998 -1.38
C 4.983 -11.135 -23.771 1.30
C 4.081 -17.850 -22.650 -1.18
C -5.709 -9.534 -19.817 -0.69
C 3.232 -18.042 -17.135 -1.06
C -4.567 -6.971 -20.889 1.02
C -5.724 -9.229 -21.254 -0.54
C -3.850 -19.682 -21.977 -1.88
C -5.091 -23.718 -22.923 -1.28
C 3.801 -11.087 -24.711 -1.06
C -1.847 -11.853 -21.433 -1.50
C -4.630 -16.474 -16.235 1.70
C -2.146 -20.127 -30.312 -1.83
C -1.665 -7.910 -25.826 -1.25
C -2.653 -10.698 -28.132 -2.37
C -7.165 -15.611 -25.668 1.35
C -4.487 -20.397 -29.303 -1.24
C -6.199 -13.854 -29.020 -1.34
C 0.144 -12.505 -22.914 -0.38
C -0.209 -7.635 -23.743 -1.58
C 6.069 -10.003 -24.222 -1.28
C 1.263 -8.351 -17.141 -1.35
C 3.162 -15.423 -22.636 -1.14
C -4.641 -8.274 -21.731 -0.89
C -2.625 -14.526 -27.713 -0.34
C -5.184 -13.643 -15.403 -1.11
C -3.366 -6.291 -21.468 -1.56
C 0.134 -7.615 -17.813 0.23
C -7.447 -10.272 -26.098 0.25
C 5.549 -8.859 -22.045 -1.39
C -5.505 -16.788 -17.506 -1.63
C -8.516 -14.949 -25.989 -1.40
C -3.380 -19.381 -29.633 1.47
C -7.375 -16.782 -24.773 -1.45
C 6.158 -17.570 -21.270 -1.33
C -0.968 -14.119 -24.378 -0.43
H -9.055 -11.165 -24.738 0.45
H -0.156 -14.846 -24.356 0.29
H -1.700 -20.950 -29.753 0.35
H 7.216 -14.826 -20.622 0.46
H -7.668 -12.063 -24.993 -0.41
H -3.034 -6.397 -26.628 0.54
H -4.207 -13.779 -31.330 0.60
H 0.832 -9.947 -24.714 -1.13
H -7.081 -7.957 -17.450 0.49
H -1.453 -20.395 -25.936 0.43
H -2.422 -8.276 -25.132 0.65
H -4.620 -13.371 -14.510 0.54
H -3.766 -8.885 -21.509 -0.05
H -2.839 -9.964 -28.916 0.79
H -4.989 -22.003 -27.912 0.53
H -3.426 -10.526 -27.383 0.18
H -5.440 -23.424 -23.913 0.36
H -5.753 -5.343 -21.979 0.44
H -6.800 -15.888 -26.657 -0.01
H -0.344 -8.951 -19.469 -0.08
H -3.443 -6.146 -22.545 0.39
H 0.100 -19.155 -16.110 0.38
H -2.031 -14.996 -28.497 0.41
H 6.701 -12.484 -23.519 0.53
H -4.741 -21.059 -30.131 0.51
H 3.796 -18.857 -22.344 0.44
H -3.021 -7.019 -18.276 0.34
H -7.935 -23.976 -22.049 0.44
H 4.046 -15.229 -23.243 0.25
H -1.244 -11.347 -30.221 0.47
H -4.657 -19.435 -22.667 0.50
H 0.853 -13.737 -20.496 0.11
H 1.157 -12.278 -20.779 -0.01
H -6.448 -17.324 -24.587 0.22
H -7.005 -11.995 -21.643 0.05
H 2.921 -14.553 -22.025 -0.30
H -1.271 -13.106 -27.392 0.74
H -6.730 -6.487 -20.953 0.23
H 2.321 -15.523 -23.322 0.38
H -5.756 -13.717 -18.024 0.22
H 2.941 -8.152 -21.547 0.53
H 1.592 -5.040 -24.906 0.32
H -6.393 -6.587 -18.086 0.31
H -3.687 -21.096 -19.457 0.40
H -2.428 -15.139 -26.834 -0.47
H -5.377 -19.871 -28.959 0.37
H -6.699 -9.936 -19.604 0.33
H -0.793 -12.957 -29.692 0.30
H 0.653 -19.217 -17.749 0.31
H -4.620 -14.451 -27.051 -0.62
H 6.106 -14.848 -22.002 0.10
H -1.149 -18.259 -28.575 0.34
H -5.808 -15.885 -18.037 0.09
H -4.231 -14.100 -18.702 0.02
H -3.986 -17.938 -26.066 0.55
H -3.218 -12.204 -15.912 0.59
H -5.949 -11.254 -26.826 -0.03
H 4.717 -8.363 -23.887 -0.25
H -2.333 -11.510 -22.346 -0.11
H 1.068 -13.082 -22.895 -0.96
H -2.210 -12.671 -30.760 0.35
H 5.991 -16.723 -23.251 0.27
H 1.873 -18.177 -20.754 0.45
H -5.760 -12.812 -15.810 0.12
H -9.109 -14.492 -22.539 0.49
H -0.866 -16.455 -23.156 0.11
H 2.813 -9.207 -23.008 -0.49
H -0.053 -12.462 -19.502 0.44
H -2.286 -21.277 -20.415 0.45
H 5.458 -14.314 -20.518 0.25
H 5.478 -10.546 -19.922 0.57
H -6.650 -13.684 -29.997 0.54
H -4.814 -17.820 -30.020 0.34
H -0.717 -6.727 -23.417 0.06
H 0.573 -3.775 -25.533 0.43
H -4.849 -15.347 -30.786 0.43
H 5.985 -12.609 -25.051 0.45
H 3.127 -18.314 -18.185 0.38
H -4.714 -20.103 -26.430 0.68
H -7.934 -22.345 -21.544 0.39
H -7.395 -7.575 -19.181 0.34
H -2.463 -20.683 -31.194 0.46
H 3.135 -16.243 -18.874 0.08
H -3.225 -23.964 -21.974 0.35
H 2.290 -7.880 -26.583 0.36
H 7.155 -16.381 -18.804 0.44
H -3.686 -14.254 -24.520 -0.49
H -6.222 -21.467 -20.175 0.39
H 0.205 -6.532 -17.713 0.32
H -7.338 -10.151 -28.278 0.33
H 5.368 -7.852 -21.670 0.50
H -1.563 -11.009 -20.804 0.04
H -4.092 -14.536 -22.835 0.46
H -4.465 -18.830 -31.431 0.45
H -5.217 -11.061 -29.279 0.38
H 1.800 -18.794 -14.361 0.32
H 1.101 -6.031 -28.607 0.38
H -6.696 -14.356 -14.318 0.49
H -7.371 -12.651 -20.123 0.50
H 2.389 -5.482 -27.368 0.44
H -7.750 -16.562 -23.773 0.11
H -3.525 -18.341 -16.635 0.31
H -7.962 -16.116 -21.450 0.52
H -3.240 -17.673 -30.935 0.43
H -1.837 -8.466 -26.747 0.21
H -6.360 -17.332 -17.105 0.51
H 1.518 -7.851 -16.207 0.37
H -8.056 -17.499 -25.231 0.53
H -2.309 -17.495 -26.049 0.36
H -2.572 -6.994 -21.218 -0.06
H -1.692 -10.709 -27.618 0.35
H 6.314 -7.778 -23.852 0.48
H -5.311 -24.783 -22.856 0.46
H -5.312 -9.901 -17.394 0.53
H 3.189 -11.977 -24.567 0.15
H 7.246 -17.564 -21.207 0.46
H 4.166 -12.608 -21.513 -0.16
H -1.286 -4.607 -26.970 0.52
H -3.541 -21.261 -26.192 -0.22
H -1.628 -15.617 -20.844 0.08
H -7.498 -15.309 -19.909 0.31
H -4.833 -23.994 -20.185 0.34
H -3.360 -21.585 -23.746 -0.39
H 0.661 -11.551 -22.804 -0.03
H -0.978 -20.569 -27.763 0.34
H -3.797 -9.463 -17.973 0.21
H -2.150 -13.617 -15.601 0.37
H -3.274 -21.988 -28.334 0.37
H 1.130 -9.425 -17.006 0.33
H 5.521 -16.006 -18.301 0.43
H -0.636 -7.267 -19.897 0.19
H -3.148 -14.924 -30.678 0.18
H -4.842 -17.300 -18.204 0.45
H 6.225 -9.928 -25.298 0.40
H -6.551 -14.854 -28.767 0.29
H 1.368 -17.330 -22.259 0.54
H -4.641 -8.090 -22.806 0.67
H -3.123 -17.823 -15.035 0.40
H -1.153 -8.925 -17.118 0.21
H -3.451 -13.038 -23.227 0.20
H -6.220 -16.779 -14.697 0.50
H -4.625 -18.521 -15.375 0.44
H -9.203 -15.759 -26.235 0.49
H -1.503 -14.286 -25.313 -0.90
H -4.969 -10.326 -19.699 -0.38
H -5.584 -5.154 -20.362 0.41
H 5.996 -18.470 -23.319 0.44
H -6.615 -14.366 -24.222 -0.20
H 5.812 -18.547 -20.932 0.39
H -5.612 -10.201 -21.736 0.24
H 0.459 -17.623 -17.086 0.27
H -0.874 -8.313 -23.208 0.36
H -2.126 -21.720 -22.581 0.64
H -2.609 -12.335 -20.820 0.38
H -3.138 -5.312 -21.048 0.58
H -4.631 -8.277 -16.964 0.56
H 3.691 -17.669 -23.651 0.34
H -1.293 -19.468 -30.476 0.32
H -7.463 -10.667 -24.027 -0.18
H -2.745 -12.724 -26.584 0.09
H -2.789 -19.538 -22.184 0.38
H -2.181 -16.487 -24.235 -1.09
H -6.682 -8.785 -21.526 0.36
H 5.146 -13.361 -23.649 -0.29
H 2.346 -9.862 -21.502 0.01
H 2.519 -19.878 -16.440 0.22
H -3.330 -22.605 -20.050 0.33
H -4.442 -12.459 -18.104 0.32
H -2.938 -23.899 -23.737 0.48
H 4.181 -18.265 -16.647 0.25
H -0.013 -5.197 -24.442 0.30
H 4.154 -10.959 -25.734 0.39
H -2.172 -12.876 -17.183 0.04
H -7.544 -9.208 -25.880 0.39
H -8.906 -14.407 -25.128 0.16
H -6.453 -13.279 -28.129 -0.12
H 6.451 -9.165 -21.515 0.37
H -3.031 -18.748 -24.975 0.47
H 0.685 -9.429 -26.489 0.80
H 2.213 -8.230 -17.662 0.30
H -0.670 -19.103 -26.844 0.51
H 4.681 -9.091 -19.541 0.37
H -6.935 -14.918 -16.022 0.20
H 3.325 -10.112 -24.607 -0.07
H 0.946 -7.758 -19.894 0.27
H -4.085 -19.155 -21.053 0.27
H -4.820 -16.010 -14.129 0.47
H -4.399 -15.663 -28.188 0.53
H 2.996 -16.996 -16.941 0.32
H -5.774 -13.080 -20.946 0.07
H -2.556 -16.647 -22.541 1.00
H -0.665 -10.102 -25.458 -0.19
H -6.244 -15.747 -21.076 0.15
H 1.379 -16.581 -20.656 0.40
H 3.834 -10.623 -19.550 0.20
H 0.302 -12.391 -24.886 0.87
H 0.807 -7.576 -23.353 0.30
H -8.125 -11.670 -27.701 0.21
H -3.353 -15.770 -18.267 0.20
H 1.213 -4.369 -27.979 0.41
H -6.349 -23.278 -19.721 0.41
H 7.045 -10.325 -23.859 0.42
H -7.677 -22.731 -23.288 0.34
H -8.482 -14.279 -26.848 0.14
H -2.278 -5.931 -25.079 0.12
H 6.043 -17.620 -18.568 0.39
H -6.368 -24.816 -20.553 0.45
H -9.018 -10.218 -27.771 0.44
H -1.480 -12.131 -24.358 -0.08
H -1.178 -6.200 -27.885 0.32
H -7.207 -14.225 -22.766 -1.03
```

E_HOMO ... -7.5 eV
Total charge ... 0
Kohn-Sham gap ... 7.768 eV
M ... 1715.793 g mol⁻¹